# CH2BrN2

A gas-phase ion, CH2BrN2 (charge +1) at a distorted geometry (the ωB97M-V functional and the def2-TZVPD basis, the OMol25 dataset).

The multiplicity is 1. The total energy is -74078.3211 eV. As for the SMILES: BrN1C=[NH+]1. For the energy above the lowest of the compared OMol25 structures with the same formula, charge and spin, the calculation gives 62.90 kcal per mole. As for the frontier orbital gap: 8.88 eV. As for the highest occupied orbital energy: -15.27 eV. Its net charge is +1.

Positions of all 6 atoms, in Å:
C (-0.67, -0.10, -0.30)
N (0.03, 0.09, 0.77)
N (0.34, 0.43, -0.86)
Br (0.98, -0.22, 2.18)
H (-1.70, -0.41, -0.25)
H (1.01, 0.21, -1.54)

Mulliken atomic charge list, values in e, 2 entries: 0.31 -0.08

# CH2BrN3

A molecular structure, CH2BrN3 at a distorted geometry (the ωB97M-V functional and the def2-TZVPD basis, the OMol25 dataset).

The multiplicity is 1. The total energy is -75574.9644 eV. For the energy above the lowest of the compared OMol25 structures with the same formula, charge and spin, the calculation gives 165.97 kcal per mole. As for the frontier orbital gap (spin up / spin down): 8.27 / 5.88 eV. As for the highest occupied orbital energy (spin up / spin down): -9.76 / -9.81 eV. Its net charge is 0.

Positions of all 7 atoms, in Å:
C (0.13, 0.30, 1.12)
N (-0.85, -0.59, 1.33)
N (0.59, -0.05, -0.04)
N (-0.50, -0.98, -0.06)
Br (-0.33, 2.85, -1.53)
H (1.05, 0.37, -0.73)
H (-0.08, -1.90, -0.10)

Mulliken atomic charge list, values in e, 2 entries: 0.26 -0.45

# CH2BrNO3

2 unconnected molecules or ions with the total composition CH2BrNO3 (the ωB97M-V functional and the def2-TZVPD basis, the OMol25 dataset).

The multiplicity is 1. The total energy is -78740.7798 eV. As for the SMILES: O=C[N+](=O)[O-].Br. For the energy above the lowest of the compared OMol25 structures with the same formula, charge and spin, the calculation gives 10.81 kcal per mole. As for the frontier orbital gap: 10.18 eV. As for the highest occupied orbital energy: -10.72 eV. Its net charge is 0.

Positions of all 8 atoms, in Å:
C (-0.06, 0.16, 1.82)
N (-0.28, -0.04, 0.34)
O (-1.19, 0.61, -0.12)
O (0.48, -0.76, -0.26)
O (-0.61, -0.47, 2.65)
Br (0.35, 0.12, -3.79)
H (0.62, 1.02, 1.99)
H (0.69, -0.64, -2.65)

Mulliken atomic charge list, values in e, 2 entries: 0.11 0.86

# CH2BrO3P

2 unconnected molecules or ions with the total composition CH2BrO3P at a distorted geometry (the ωB97M-V functional and the def2-TZVPD basis, the OMol25 dataset).

The multiplicity is 1. The total energy is -86543.1622 eV. For the energy above the lowest of the compared OMol25 structures with the same formula, charge and spin, the calculation gives 25.41 kcal per mole. As for the frontier orbital gap: 5.28 eV. As for the highest occupied orbital energy: 0.45 eV. Its net charge is -2.

Positions of all 8 atoms, in Å:
C (0.78, 0.97, -1.53)
O (2.09, -1.85, -0.06)
O (0.82, -2.18, -2.23)
O (3.15, -1.04, -2.19)
P (1.87, -1.42, -1.48)
Br (-1.11, 1.33, -1.31)
H (1.41, 1.85, -0.99)
H (1.09, 1.12, -2.68)

Mulliken atomic charge list, values in e, 2 entries: -0.68 -0.71

# CH2Cl2FN

2 unconnected molecules or ions with the total composition CH2Cl2FN at a distorted geometry (the ωB97M-V functional and the def2-TZVPD basis, the OMol25 dataset).

The multiplicity is 3. The total energy is -30314.6041 eV. For the energy above the lowest of the compared OMol25 structures with the same formula, charge and spin, the calculation gives 18.70 kcal per mole. As for the frontier orbital gap (spin up / spin down): 6.91 / 6.23 eV. As for the highest occupied orbital energy (spin up / spin down): -6.99 / -10.58 eV. Its net charge is 0.

Positions of all 7 atoms, in Å:
C (0.02, 0.71, 0.31)
N (-0.62, -0.41, 0.44)
F (1.70, 0.01, -1.70)
Cl (0.12, -1.76, 1.23)
Cl (-1.85, -0.86, -0.72)
H (-0.32, 1.45, -0.39)
H (0.95, 0.86, 0.83)

Mulliken atomic charge list, values in e, 2 entries: -0.43 -0.02

# CH2Cl2FNOS2

2 unconnected molecules or ions with the total composition CH2Cl2FNOS2 at a distorted geometry (the ωB97M-V functional and the def2-TZVPD basis, the OMol25 dataset).

The multiplicity is 1. The total energy is -54036.8344 eV. As for the frontier orbital gap: 9.38 eV. As for the highest occupied orbital energy: -9.79 eV. Its net charge is 0.

Positions of all 10 atoms, in Å:
C (4.43, 0.53, 0.29)
N (0.02, 0.41, -0.47)
O (4.16, -1.71, -1.21)
F (3.54, 1.16, 1.07)
S (5.71, -0.48, 1.10)
S (3.97, -1.30, 0.15)
Cl (1.29, -0.78, -0.51)
Cl (4.83, 1.44, -1.08)
H (-0.73, 0.45, -1.13)
H (0.51, 1.27, -0.49)

Mulliken atomic charge list, values in e, 2 entries: 0.42 -0.43